Record 1
A structure of composition C27H31AgN3OSTe, computed with wB97M-V/def2-TZVPD.

Properties
Frontier orbital gap (alpha / beta), eV: 6.99 / 6.69
LUMO energy (alpha / beta), eV: 0.2 / -0.7
E_tot, Eh: -2100.09888
HOMO energy (alpha / beta), eV: -6.81 / -7.41
Spin multiplicity: 2

Last column: Löwdin spin population.
Cartesian coordinates (Å):
Ag: -1.60052 -1.25267 2.12320  0.035
N: -5.16055 -1.15612 2.31218  0.000
C: -4.43368 -1.73302 3.29372  0.000
N: -3.21235 -1.39790 3.58085  0.001
C: -2.72092 -2.13554 4.66190  0.001
C: -1.44559 -2.02952 5.20649  0.001
C: -1.09523 -2.86867 6.24757  0.000
C: -2.00070 -3.79722 6.75695  0.000
C: -3.28051 -3.89910 6.24094  0.000
C: -3.62903 -3.05568 5.19861  0.000
S: -5.13627 -2.97082 4.31592  0.000
H: -4.66888 -0.57699 1.65181  0.000
H: -6.02056 -1.58127 2.01670  0.000
H: -0.74931 -1.30417 4.80580  0.001
H: -0.09983 -2.81036 6.66610  0.000
H: -1.70014 -4.45485 7.56168  0.000
H: -3.98897 -4.61674 6.63299  0.000
C: 2.22870 -2.56460 1.35242  0.004
C: 0.76984 -2.21174 1.55662  0.022
O: 0.01631 -3.05050 2.13860  0.074
N: 0.25767 -1.06933 1.16252  0.377
Te: 1.23451 0.74355 0.21931  0.256
C: 2.48211 1.89528 -1.24447  0.130
C: 1.98504 3.00002 -1.93675  0.020
C: 0.58403 3.52573 -1.73969  0.006
C: 2.81135 3.66893 -2.84107  0.007
C: 4.12143 3.27892 -3.05670  -0.003
C: 5.01356 4.01493 -4.02015  0.000
C: 4.61161 2.19221 -2.33783  0.002
C: 3.81425 1.49965 -1.43943  0.006
C: 4.40061 0.33829 -0.67486  0.018
C: -0.32565 0.46696 -1.21442  0.002
C: -1.59119 1.02040 -1.02350  0.001
C: -1.96560 1.87959 0.16103  0.006
C: -2.58844 0.79551 -1.97396  -0.001
C: -2.35970 0.03406 -3.10472  0.000
C: -3.43022 -0.19154 -4.13761  0.000
C: -1.09836 -0.52904 -3.26884  0.001
C: -0.08304 -0.33312 -2.34551  0.002
C: 1.24198 -1.00914 -2.57090  0.005
H: 2.42583 -3.51191 1.84808  0.001
H: 2.87660 -1.79072 1.76513  0.001
H: 2.45374 -2.66262 0.28980  0.000
H: 0.14514 3.12988 -0.82855  0.003
H: -0.05889 3.24472 -2.57761  0.000
H: 0.59666 4.61504 -1.67902  0.000
H: 2.41584 4.52489 -3.37933  0.002
H: 4.48330 4.84055 -4.49308  0.000
H: 5.38228 3.34617 -4.79970  0.000
H: 5.88371 4.42268 -3.50222  0.000
H: 5.64121 1.88252 -2.48853  0.000
H: 5.43491 0.15995 -0.96785  0.001
H: 3.83138 -0.57722 -0.85071  0.006
H: 4.37406 0.53778 0.39861  0.004
H: -1.13466 2.00316 0.85042  0.004
H: -2.79726 1.42510 0.70619  0.002
H: -2.29798 2.86387 -0.17567  0.000
H: -3.56636 1.24036 -1.81633  0.000
H: -4.34843 0.33386 -3.87783  0.000
H: -3.65755 -1.25470 -4.23509  0.000
H: -3.09727 0.16000 -5.11564  0.000
H: -0.90790 -1.14493 -4.14182  0.000
H: 1.21901 -1.62376 -3.47032  0.000
H: 1.47678 -1.64804 -1.71770  0.002
H: 2.03810 -0.27101 -2.67475  0.000

---

Record 2
A structure of composition C9H18Cl2OPd, computed with wB97M-V/def2-TZVPD.

Properties
Frontier orbital gap (alpha / beta), eV: 6.39 / 6.03
LUMO energy (alpha / beta), eV: 0.7 / -3.8
E_tot, Eh: -1476.93802
HOMO energy (alpha / beta), eV: -5.66 / -9.88
Spin multiplicity: 5
Energy above the lowest of the compared OMol25 structures with the same formula, charge and spin, eV: 0.4076

Last column: Löwdin spin population.
Cartesian coordinates (Å):
Pd: -0.06839 -0.46646 1.03915  1.586
Cl: -0.87330 1.34632 -1.36031  0.156
Cl: 1.99978 -0.29816 2.15847  0.541
C: -0.83618 -2.19197 1.52367  0.388
H: -0.21252 -2.63169 2.30403  0.029
H: -1.92257 -2.18249 1.64622  0.050
C: 0.45474 0.27881 -0.80099  0.414
C: -0.30253 -2.16262 0.11160  0.478
H: 1.22438 1.00165 -0.47325  0.029
C: -1.35707 -2.17702 -0.95658  0.088
H: 0.65003 -2.66060 -0.06867  0.032
C: -0.78219 -2.40631 -2.36937  0.004
H: -2.09556 -2.96362 -0.72245  0.022
H: -1.87800 -1.21568 -0.89034  0.023
C: -0.01409 -1.21058 -2.91031  0.003
H: -0.13218 -3.29234 -2.34369  0.001
H: -1.60541 -2.63508 -3.05759  0.000
C: 1.00491 -0.58986 -1.92924  0.046
H: 0.54204 -1.52391 -3.81338  0.000
H: -0.70379 -0.41922 -3.24339  0.001
H: 1.63959 -1.34946 -1.45558  0.004
H: 1.68157 0.06195 -2.50613  0.017
C: 0.85924 3.82903 2.98007  0.004
C: 0.01980 2.95337 2.07578  0.035
O: 0.48281 3.10453 0.74835  0.007
H: 1.80184 3.31902 3.19010  0.001
H: 0.35069 3.99921 3.92624  0.000
H: 1.07281 4.78661 2.50657  0.001
H: 0.13579 1.89052 2.37304  0.037
H: -1.04271 3.24731 2.14808  0.002
H: -0.09354 2.55875 0.16995  0.002

---

Record 3
A structure of composition C3H6ClP, computed with wB97M-V/def2-TZVPD.

Properties
Frontier orbital gap (alpha / beta), eV: 7.03 / 6.59
LUMO energy (alpha / beta), eV: -1.4 / -1.4
E_tot, Eh: -919.19054
HOMO energy (alpha / beta), eV: -8.40 / -7.99
Energy above the lowest of the compared OMol25 structures with the same formula, charge and spin, eV: 6.3051

Last column: natural (NBO) charge in e.
Cartesian coordinates (Å):
C: 0.34373 0.96760 0.45972  0.005
C: -1.72374 -0.49257 0.39491  -0.601
C: -0.25726 -0.31641 0.73542  -0.604
P: 3.52665 1.03883 -1.89032  0.123
Cl: 1.99991 0.92320 0.31099  0.075
H: -1.99825 -1.56171 0.34356  0.218
H: -1.86477 -0.24861 -0.73058  0.205
H: -2.45088 0.14885 0.77682  0.222
H: -0.09911 -0.38437 1.84493  0.266
H: 0.19988 -1.15618 0.15988  0.221
H: 2.32384 1.08138 -2.40534  -0.129

---

Record 4
A cluster of 6 separate species, H12O6 in total, computed with wB97M-V/def2-TZVPD.

Properties
Frontier orbital gap, eV: 11.41
LUMO energy, eV: 0.4
E_tot, Eh: -458.59722
HOMO energy, eV: -10.97
Energy above the lowest of the compared OMol25 structures with the same formula, charge and spin, eV: 2.0477
Structure (SMILES): O.O.O.O.O.O

Last column: natural (NBO) charge in e.
Cartesian coordinates (Å):
O: -1.08249 1.94228 2.34188  -0.938
H: -1.97832 1.99642 2.82868  0.475
H: -1.23267 1.47737 1.54587  0.463
O: 3.12415 -1.16111 -0.50695  -0.976
H: 3.69067 -1.81364 -0.08231  0.481
H: 2.26603 -1.47944 -0.64792  0.494
O: 0.93216 1.30543 -0.42090  -0.983
H: 1.24893 1.91601 -1.07943  0.489
H: 1.57095 0.67543 -0.15590  0.504
O: 0.48465 -2.16245 0.32572  -0.970
H: -0.41103 -2.50372 0.11418  0.504
H: 0.32417 -1.80897 1.18497  0.465
O: -1.66240 -0.92614 -0.09242  -0.983
H: -2.22640 -0.70728 -0.75175  0.500
H: -0.94033 -0.33042 0.17611  0.483
O: -1.76058 1.01239 -1.59903  -0.986
H: -1.02515 1.24972 -0.99661  0.496
H: -1.57076 1.24532 -2.52229  0.481

---

Record 5
A structure of composition C16H19N4OPdS3, computed with wB97M-V/def2-TZVPD.

Properties
Frontier orbital gap (alpha / beta), eV: 8.83 / 6.34
LUMO energy (alpha / beta), eV: -2.3 / -4.8
E_tot, Eh: -2237.55754
HOMO energy (alpha / beta), eV: -11.16 / -11.10
Net charge: +1
Spin multiplicity: 3

Last column: Löwdin spin population.
Cartesian coordinates (Å):
Pd: 1.51554 1.51033 0.49327  1.277
N: 2.67990 0.58769 2.19935  0.093
N: 3.59346 1.43532 2.83001  0.010
C: 3.81439 2.67670 2.37331  0.024
N: 4.79999 3.35463 2.96018  0.010
S: 2.91072 3.40743 1.13679  0.157
H: 2.02752 0.19714 2.87366  0.003
H: 3.19325 -0.16025 1.72208  0.001
H: 4.23219 1.01677 3.49188  0.002
H: 5.39765 2.94755 3.66033  0.001
H: 5.01296 4.28248 2.63532  0.002
S: 5.15367 -0.36674 0.10506  0.095
C: 3.81078 0.24512 -0.53953  0.051
N: 2.81674 0.68380 -1.01553  0.090
O: 0.72625 -0.69680 0.66794  0.040
S: 0.23058 -1.49681 -0.53161  0.006
C: -1.14070 -2.45163 0.17264  0.002
C: -2.18066 -2.89367 -0.81229  0.001
C: -3.50068 -2.49185 -0.64949  0.000
C: -4.47212 -2.88463 -1.56237  0.000
C: -4.12529 -3.67472 -2.64700  0.000
C: -2.80607 -4.08121 -2.81459  0.000
C: -1.83926 -3.69596 -1.89969  0.000
C: -0.69224 -0.30418 -1.61037  0.003
C: -0.84420 0.99715 -0.89029  0.024
C: 0.01352 2.07204 -1.20828  0.001
C: -0.01837 3.24021 -0.43924  0.028
C: -0.89118 3.33757 0.64958  0.016
C: -1.74950 2.29124 0.93562  0.050
C: -1.72276 1.12636 0.16900  0.012
H: -1.53162 -1.80314 0.95800  0.000
H: -0.64524 -3.30183 0.64543  0.000
H: -3.77696 -1.87913 0.20131  0.000
H: -5.49923 -2.57538 -1.42142  0.000
H: -4.88081 -3.98097 -3.35785  0.000
H: -2.53329 -4.70733 -3.65337  0.000
H: -0.81617 -4.03373 -2.02637  0.000
H: -1.64368 -0.76428 -1.87424  0.001
H: -0.07238 -0.20858 -2.49928  0.000
H: 0.61190 2.02958 -2.10904  0.000
H: 0.58384 4.08984 -0.73211  0.000
H: -0.91035 4.24184 1.24239  -0.001
H: -2.44288 2.37480 1.76200  0.002
H: -2.38918 0.30721 0.40887  0.000

---

Record 6
The ion C34H54F9N6O2 with charge +1, computed with wB97M-V/def2-TZVPD.

Properties
Frontier orbital gap, eV: 5.68
LUMO energy, eV: -3.8
E_tot, Eh: -2704.46487
HOMO energy, eV: -9.51
Net charge: +1

Last column: Mulliken charge in e.
Cartesian coordinates (Å):
C: -2.49354 2.95201 -1.41902  -0.873
C: -2.40568 2.89496 0.21741  -0.161
C: -3.78832 2.40401 0.96360  -0.653
C: -4.60636 1.21801 0.18168  -0.072
C: -5.13849 -0.00090 1.19629  -0.909
N: -4.50549 -1.26751 0.68776  0.022
C: -3.06083 -1.35580 1.17830  0.008
C: -2.14190 -0.36930 2.09836  0.213
C: -1.14460 -1.36391 2.99682  -0.777
O: -0.11329 -0.54528 3.65866  -0.171
C: 0.97573 -1.38367 4.18394  -0.383
C: 2.28420 -0.48647 4.69422  -0.424
O: 1.93867 0.93940 4.58436  -0.360
C: 2.97629 1.71724 3.88975  0.257
C: 2.44606 2.84194 2.78293  -0.629
C: 3.53092 3.80803 1.97988  -0.257
C: 5.17607 3.73118 2.19188  0.144
C: 6.27316 4.69956 1.45150  1.381
C: 5.54485 6.02358 0.73411  -1.217
C: 7.18960 5.36029 2.68598  -1.270
C: 7.33888 3.93181 0.47489  -1.150
C: 6.69488 2.83872 -0.55757  1.369
C: 7.73086 2.78903 -1.87036  -1.244
C: 6.70580 1.27399 0.03168  -1.234
C: 5.22514 3.22645 -1.16922  -1.196
C: 5.68181 2.58013 3.29505  -0.354
C: 4.59736 1.60744 4.10985  -0.336
N: -2.64550 -2.64556 0.53398  -0.311
C: -3.82856 -3.20351 -0.28623  0.281
N: -3.79663 -4.33783 -1.04044  0.373
N: -2.55340 -5.00919 -0.94481  -0.530
C: -1.49226 -4.46482 -1.82321  -0.475
C: -0.53444 -5.75015 -2.29918  -0.367
C: 0.73719 -5.26371 -3.23799  -0.909
C: -4.85115 -5.02345 -1.83102  0.364
F: -4.27215 -6.38593 -2.19613  -0.286
F: -5.94312 -5.47888 -0.88472  -0.321
C: -5.35279 -4.44116 -3.24129  0.735
F: -5.54253 -5.61287 -4.18833  -0.275
F: -6.74681 -3.85354 -3.25417  -0.265
C: -4.41917 -3.39589 -4.06210  0.506
F: -5.37216 -2.67787 -4.99933  -0.324
F: -3.79931 -2.30284 -3.28301  -0.239
C: -3.30365 -4.04927 -5.06928  0.547
F: -3.91326 -4.21787 -6.42578  -0.231
F: -2.67264 -5.30142 -4.62053  -0.175
F: -2.21182 -3.03789 -5.22953  -0.235
N: -5.00412 -2.31236 -0.12569  0.244
C: -6.41666 -2.23257 -0.55709  -0.804
C: -6.56609 -1.02454 -1.70575  -0.181
N: -7.45899 0.13024 -1.20307  -0.596
H: -2.15904 1.87464 -1.80744  0.172
H: -3.57961 3.15089 -1.83056  0.223
H: -1.72165 3.72711 -1.88096  0.321
H: -1.48362 2.23836 0.52318  -0.054
H: -2.18929 3.99645 0.58940  0.361
H: -3.58365 2.14690 2.10665  0.217
H: -4.49701 3.36426 0.99488  0.408
H: -4.04050 0.73513 -0.72409  0.109
H: -5.57549 1.73622 -0.28411  0.269
H: -4.83589 0.28532 2.31531  0.577
H: -6.30151 0.05355 1.16211  0.280
H: -2.72026 0.29570 2.86779  0.219
H: -1.39991 0.24368 1.39942  0.034
H: -0.59490 -2.15311 2.28986  0.339
H: -1.77691 -2.01260 3.75289  0.269
H: 0.57004 -1.99776 5.10322  0.229
H: 1.41272 -2.14727 3.39127  0.258
H: 3.22117 -0.82075 4.07714  0.338
H: 2.43816 -0.72351 5.85140  0.236
H: 1.27665 2.97952 2.58921  0.280
H: 3.06343 4.59834 1.23039  0.166
H: 6.35990 6.45072 -0.02364  0.280
H: 5.30720 6.84174 1.54113  0.323
H: 4.57096 5.74716 0.14693  0.242
H: 6.45654 5.90516 3.44793  0.331
H: 7.79491 4.48846 3.22908  0.299
H: 7.93707 6.12944 2.21435  0.353
H: 8.03372 4.72781 -0.06498  0.414
H: 8.07261 3.32336 1.19274  0.198
H: 8.80428 3.11515 -1.50884  0.323
H: 7.34627 3.65102 -2.58553  0.329
H: 7.71910 1.74891 -2.41432  0.302
H: 7.82577 1.00539 0.23833  0.341
H: 6.35030 0.59922 -0.88606  0.368
H: 5.98175 1.12033 0.93776  0.189
H: 4.34672 2.80902 -0.49282  0.222
H: 5.09336 4.36179 -1.45900  0.185
H: 5.12709 2.62913 -2.19840  0.382
H: 6.82932 2.45342 3.51425  0.164
H: 5.02366 0.82375 4.88081  0.276
H: -2.29162 -5.19675 0.03906  0.333
H: -0.77315 -3.78661 -1.15372  0.265
H: -1.81416 -3.80536 -2.72902  0.180
H: -1.15658 -6.51745 -2.92747  0.194
H: -0.15955 -6.26727 -1.31577  0.385
H: 0.83686 -4.08997 -3.32902  0.286
H: 0.61914 -5.77431 -4.30803  0.240
H: 1.70422 -5.75464 -2.74466  0.283
H: -6.98173 -3.20841 -0.83506  0.299
H: -7.05341 -1.81234 0.36579  0.537
H: -5.46191 -0.60527 -1.87792  -0.017
H: -7.07203 -1.38934 -2.69412  0.420
H: -8.42819 -0.30685 -1.22796  0.285
H: -7.42309 0.84053 -1.96682  0.284

---

Record 7
A structure of composition C17H28NO2, computed with wB97M-V/def2-TZVPD.

Properties
Frontier orbital gap, eV: 7.33
LUMO energy, eV: -3.3
E_tot, Eh: -868.99315
HOMO energy, eV: -10.61
Net charge: +1
Energy above the lowest of the compared OMol25 structures with the same formula, charge and spin, eV: 16.5745

Last column: natural (NBO) charge in e.
Cartesian coordinates (Å):
C: 5.49073 2.00911 -1.33625  -0.603
H: 5.31999 3.03690 -1.59879  0.226
C: 5.40644 1.73657 0.01940  -0.395
C: 5.61774 0.13761 0.27467  -0.032
H: 5.57767 -0.23293 1.22146  0.189
H: 6.49937 -0.15330 -0.04044  0.183
O: 4.60536 -0.83209 -0.23327  -0.471
C: 3.42103 -0.90665 -0.07574  0.273
C: 2.60445 -1.73448 -0.84982  -0.221
C: 1.39937 -2.12776 -0.41714  -0.246
C: 0.76036 -1.37606 0.78325  0.254
C: 1.48403 -0.65006 1.46746  -0.288
C: 2.90702 -0.60409 1.10857  -0.233
H: 3.47139 0.30396 1.91706  0.200
H: 1.14952 -0.38307 2.35581  0.222
O: -0.54713 -1.84422 1.35053  -0.561
C: -1.27812 -2.83126 0.56039  -0.037
C: -2.03869 -2.04146 -0.60800  -0.239
N: -2.86211 -0.83761 -0.32271  -0.361
H: -3.51420 -1.26379 0.66751  0.418
C: -2.34022 0.29449 0.11195  -0.232
H: -1.66461 0.12530 1.10668  0.252
C: -3.30749 1.40140 0.84552  -0.178
C: -2.63275 2.58900 1.43704  -0.462
H: -2.06827 3.19896 0.19180  0.129
H: -3.19073 3.26486 1.68646  0.185
H: -1.81852 2.10494 2.01627  0.225
C: -4.32223 1.77873 -0.29578  -0.386
C: -5.09275 0.29970 -0.66172  -0.401
C: -3.92820 -0.66467 -1.24198  -0.250
H: -4.42065 -1.44131 -1.70033  0.243
H: -3.46121 -0.20223 -2.28077  0.216
H: -5.68922 0.60484 -1.54954  0.243
H: -5.59457 -0.27086 0.01162  0.208
H: -5.14983 2.20478 0.16872  0.218
H: -3.85222 2.35382 -1.05652  0.227
H: -3.76381 0.82962 1.48172  0.174
H: -1.78796 0.76608 -0.38920  0.194
H: -2.55536 -2.70426 -1.24347  0.233
H: -1.37108 -1.38922 -1.23794  0.222
H: -0.69389 -3.62919 0.30829  0.220
H: -2.20972 -2.93520 1.46370  0.199
H: 0.70764 -2.78137 -1.03006  0.205
H: 3.04397 -2.29621 -1.63105  0.229
H: 5.80408 2.30914 0.59860  0.201
H: 4.37315 1.79301 0.32862  0.194
H: 6.56029 1.76280 -1.67067  0.200
H: 4.95195 1.22771 -2.01190  0.212

---

Record 8
The molecule C4H6O2, computed with wB97M-V/def2-TZVPD.

Properties
Frontier orbital gap, eV: 9.17
LUMO energy, eV: 0.2
E_tot, Eh: -306.30564
HOMO energy, eV: -8.98
Energy above the lowest of the compared OMol25 structures with the same formula, charge and spin, eV: 5.4601

Last column: natural (NBO) charge in e.
Cartesian coordinates (Å):
O: 1.01412 -0.71731 2.27067  -0.623
C: 0.00906 -0.76262 1.57615  0.160
C: -0.47543 -0.19466 0.41110  -0.268
C: 0.36361 0.67998 -0.42090  -0.006
C: 0.46624 0.45987 -1.87159  -0.088
O: -0.32668 1.50703 -1.34883  -0.472
H: -0.90466 -1.52239 1.94717  0.188
H: -1.18741 -0.50477 2.01854  0.294
H: -1.45266 -0.49105 0.03854  0.228
H: 1.20289 1.14457 0.09531  0.213
H: 1.37420 0.76515 -2.38882  0.191
H: -0.08329 -0.36379 -2.32734  0.183